DFT (the ωB97M-V functional and the def2-TZVPD basis) results for a molecular structure, C31H31CoF5N9O2SSi.

Its total charge is -1. The total energy comes out at -4413.1263 a.u. Its LUMO energy (spin up / spin down) is 2.2548 / 2.2550 eV. The relative energy (zero: lowest compared OMol25 entry of this formula, charge and spin) is 0.0 kJ/mol. The spin multiplicity is 2. As for the orbital gap (spin up / spin down): 6.40 / 6.38 eV. The HOMO energy (spin up / spin down) comes out at -0.1523 / -0.1516 Eh.

Each line ends with the Mulliken spin population.
CARTESIAN COORDINATES (ANGSTROEM)
1 Co -0.06 -0.67 -0.28  0.994
2 C 1.25 -1.27 3.69  0.000
3 C 1.01 -1.00 2.25  0.013
4 N -0.14 -0.72 1.74  0.021
5 N -1.19 -0.74 2.61  -0.002
6 C -2.20 0.06 2.40  0.000
7 N -3.25 -0.21 3.27  0.000
8 S -2.40 1.40 1.35  0.003
9 C 2.14 -1.01 1.30  -0.005
10 C 3.42 -1.40 1.66  0.000
11 C 4.43 -1.37 0.71  -0.001
12 C 4.13 -0.95 -0.57  0.000
13 C 2.83 -0.59 -0.87  -0.001
14 N 1.87 -0.61 0.05  -0.044
15 H 0.39 -0.98 4.28  0.000
16 H 2.13 -0.72 4.04  0.000
17 H 1.43 -2.34 3.84  0.000
18 H -3.25 -1.14 3.65  0.000
19 H -4.13 0.18 2.99  0.000
20 H 3.62 -1.76 2.67  0.000
21 H 5.43 -1.68 0.97  0.000
22 H 4.89 -0.92 -1.35  0.000
23 H 2.52 -0.30 -1.86  -0.002
24 C 0.99 -1.76 -4.53  0.001
25 Si -0.50 -1.20 -3.49  -0.004
26 C -1.35 -2.79 -2.99  -0.001
27 C -1.78 -0.36 -4.60  0.000
28 N 0.00 -0.13 -2.21  -0.006
29 C 0.58 1.07 -2.55  -0.026
30 C 0.98 1.42 -3.86  0.000
31 C 1.61 2.61 -4.18  -0.001
32 C 1.89 3.55 -3.20  0.001
33 C 1.50 3.26 -1.89  -0.004
34 C 0.86 2.08 -1.59  0.008
35 O 0.43 1.79 -0.30  0.047
36 C 0.75 2.66 0.72  -0.001
37 C -0.07 3.74 1.00  0.005
38 C 0.23 4.56 2.07  0.000
39 C 1.34 4.31 2.87  0.001
40 C 2.16 3.22 2.58  -0.001
41 C 1.86 2.39 1.50  0.003
42 H 1.08 -2.85 -4.49  0.000
43 H 1.92 -1.34 -4.14  0.000
44 H 0.91 -1.46 -5.58  0.000
45 H -1.28 -3.45 -3.86  0.000
46 H -2.42 -2.65 -2.78  0.000
47 H -0.87 -3.27 -2.14  0.000
48 H -2.13 -1.06 -5.36  0.000
49 H -1.43 0.55 -5.10  0.000
50 H -2.64 -0.08 -3.98  0.000
51 H 0.82 0.72 -4.66  0.000
52 H 1.90 2.80 -5.21  0.000
53 H 2.39 4.48 -3.43  0.000
54 H 1.69 3.97 -1.11  0.000
55 H -0.94 3.91 0.38  0.000
56 H -0.41 5.40 2.30  0.000
57 H 1.57 4.95 3.71  0.000
58 H 3.03 3.01 3.19  0.000
59 H 2.50 1.55 1.25  -0.001
60 N -4.98 0.09 -0.19  0.000
61 C -5.15 -1.22 -0.41  0.000
62 N -6.44 -1.68 -0.52  0.000
63 N -4.19 -2.12 -0.52  0.000
64 C -2.96 -1.65 -0.45  -0.007
65 N -1.89 -1.24 -0.40  -0.025
66 H -5.78 0.63 0.09  0.000
67 H -4.08 0.43 0.18  -0.001
68 H -7.13 -1.03 -0.84  0.000
69 H -6.50 -2.61 -0.91  0.000
70 F 3.47 -6.71 1.97  0.000
71 C 2.75 -5.75 1.35  0.002
72 C 3.10 -5.31 0.08  0.000
73 F 4.18 -5.84 -0.52  0.000
74 C 2.37 -4.33 -0.55  0.002
75 F 2.77 -3.93 -1.77  0.000
76 C 1.22 -3.72 0.02  0.010
77 O 0.59 -2.78 -0.57  0.025
78 C 0.91 -4.22 1.31  -0.003
79 F -0.18 -3.73 1.94  0.000
80 C 1.64 -5.20 1.95  -0.001
81 F 1.28 -5.62 3.17  0.000

=====

DFT (the ωB97M-V functional and the def2-TZVPD basis) results for a molecular structure, C33H33F5N5ScSeTe.

Its total charge is +2. The total energy comes out at -5480.2386 a.u. Its LUMO energy is -6.5355 eV. The relative energy (zero: lowest compared OMol25 entry of this formula, charge and spin) is 0.0 kJ/mol. The spin multiplicity is 1. As for the orbital gap: 6.60 eV. The HOMO energy comes out at -0.4827 Eh.

Each line ends with the Löwdin charge.
CARTESIAN COORDINATES (ANGSTROEM)
1 Sc -0.37 -0.57 0.06  0.573
2 C -1.10 2.93 2.91  0.028
3 C -0.60 1.79 2.09  -0.258
4 N -1.08 1.39 0.98  -0.012
5 C -2.27 2.00 0.37  -0.154
6 C -2.87 1.04 -0.66  -0.179
7 N -1.78 0.47 -1.48  -0.114
8 C -2.24 -0.48 -2.53  -0.143
9 C -1.98 -1.92 -2.11  -0.165
10 N -0.56 -2.02 -1.70  -0.133
11 C -0.16 -3.37 -1.25  -0.158
12 C 1.20 -3.30 -0.56  -0.152
13 N 1.18 -2.19 0.40  -0.025
14 C 1.99 -2.13 1.39  -0.237
15 C 3.03 -3.15 1.71  0.027
16 C 1.86 -0.90 2.23  -0.182
17 C 2.70 -0.58 3.28  0.048
18 C 2.45 0.59 3.99  0.022
19 C 1.37 1.39 3.65  0.037
20 C 0.58 1.01 2.58  -0.200
21 N 0.84 -0.11 1.89  0.044
22 H -2.14 3.16 2.69  0.088
23 H -0.51 3.82 2.71  0.115
24 H -1.02 2.71 3.97  0.101
25 H -1.97 2.93 -0.11  0.134
26 H -3.03 2.24 1.11  0.132
27 H -3.59 1.58 -1.28  0.142
28 H -3.39 0.23 -0.16  0.080
29 H -1.30 1.24 -1.94  0.091
30 H -1.68 -0.26 -3.44  0.135
31 H -3.30 -0.33 -2.76  0.138
32 H -2.21 -2.59 -2.95  0.145
33 H -2.60 -2.21 -1.26  0.097
34 H 0.01 -1.77 -2.50  0.124
35 H -0.12 -4.08 -2.08  0.145
36 H -0.90 -3.72 -0.55  0.098
37 H 2.00 -3.11 -1.29  0.138
38 H 1.41 -4.25 -0.09  0.130
39 H 2.69 -4.15 1.47  0.093
40 H 3.31 -3.13 2.76  0.088
41 H 3.94 -2.96 1.12  0.120
42 H 3.53 -1.21 3.55  0.125
43 H 3.10 0.87 4.81  0.134
44 H 1.16 2.29 4.20  0.130
45 F -6.30 -5.35 -0.33  0.165
46 C -5.36 -4.53 0.10  -0.127
47 C -5.64 -3.18 0.28  -0.136
48 F -6.86 -2.72 0.01  0.151
49 C -4.65 -2.33 0.73  -0.255
50 F -4.96 -1.03 0.87  0.073
51 C -3.37 -2.78 1.02  -0.505
52 Se -2.07 -1.59 1.75  0.817
53 C -3.12 -4.13 0.84  -0.261
54 F -1.91 -4.64 1.13  0.066
55 C -4.09 -5.01 0.39  -0.136
56 F -3.81 -6.29 0.22  0.149
57 Te 2.05 0.59 -1.37  1.493
58 C 1.40 2.05 -2.74  -0.525
59 C 1.92 2.02 -4.03  -0.129
60 C 1.50 2.98 -4.95  -0.051
61 C 0.57 3.94 -4.58  -0.048
62 C 0.06 3.96 -3.29  -0.059
63 C 0.47 3.01 -2.37  -0.164
64 C 3.15 1.76 0.00  -0.510
65 C 4.49 1.45 0.18  -0.136
66 C 5.25 2.22 1.06  -0.058
67 C 4.67 3.28 1.73  -0.055
68 C 3.33 3.59 1.54  -0.068
69 C 2.56 2.82 0.67  -0.143
70 H 2.66 1.28 -4.31  0.099
71 H 1.90 2.96 -5.95  0.120
72 H 0.25 4.68 -5.30  0.120
73 H -0.66 4.72 -3.00  0.116
74 H 0.07 3.03 -1.35  0.072
75 H 4.96 0.65 -0.37  0.097
76 H 6.30 1.99 1.20  0.118
77 H 5.27 3.89 2.40  0.118
78 H 2.88 4.44 2.04  0.115
79 H 1.52 3.07 0.51  0.086

=====

DFT (the ωB97M-V functional and the def2-TZVPD basis) results for a molecular structure, C21H15CeF5NOS.

Its total charge is +1. The total energy comes out at -2311.5579 a.u. Its LUMO energy (spin up / spin down) is -4.4292 / -4.4325 eV. The relative energy (zero: lowest compared OMol25 entry of this formula, charge and spin) is 0.0 kJ/mol. The spin multiplicity is 1. As for the orbital gap (spin up / spin down): 6.79 / 6.78 eV. The HOMO energy (spin up / spin down) comes out at -0.4122 / -0.4122 Eh.

Each line ends with the Löwdin charge.
CARTESIAN COORDINATES (ANGSTROEM)
1 Ce 0.10 0.60 -0.74  1.258
2 O -2.03 1.10 -0.84  -0.313
3 N -3.05 0.91 0.00  -0.153
4 C -4.24 1.46 -0.35  0.021
5 C -5.32 1.29 0.47  -0.020
6 C -5.15 0.55 1.65  -0.028
7 C -3.93 0.01 1.97  -0.046
8 C -2.83 0.19 1.12  -0.588
9 S -1.25 -0.41 1.41  0.814
10 H -4.22 1.99 -1.28  0.150
11 H -6.27 1.72 0.20  0.122
12 H -6.00 0.40 2.31  0.124
13 H -3.79 -0.56 2.88  0.120
14 C 1.58 1.59 4.45  -0.057
15 C 1.48 2.08 3.16  -0.054
16 C 1.70 1.23 2.09  -0.091
17 C 2.00 -0.12 2.28  -0.252
18 C 2.11 -0.59 3.59  -0.015
19 C 1.90 0.26 4.66  -0.049
20 C 2.17 -1.05 1.16  -0.041
21 C 1.76 -0.91 -0.10  -0.241
22 C 1.91 -1.77 -1.25  -0.261
23 C 0.80 -2.07 -2.04  -0.077
24 C 0.89 -2.90 -3.16  -0.043
25 C 2.12 -3.42 -3.50  -0.055
26 C 3.25 -3.11 -2.74  -0.048
27 C 3.16 -2.28 -1.64  -0.004
28 H 1.43 2.25 5.29  0.113
29 H 1.26 3.13 2.98  0.116
30 H 1.66 1.65 1.08  0.085
31 H 2.35 -1.63 3.76  0.123
32 H 1.98 -0.12 5.67  0.114
33 H 2.67 -2.00 1.41  0.139
34 H -0.21 -1.74 -1.78  0.098
35 H 0.00 -3.12 -3.74  0.119
36 H 2.22 -4.08 -4.35  0.113
37 H 4.21 -3.53 -3.02  0.115
38 H 4.04 -2.03 -1.07  0.124
39 F -0.22 0.69 -4.37  0.114
40 C -0.13 1.16 -3.13  -0.322
41 F 1.32 1.10 -2.76  -0.101
42 C -0.32 2.68 -3.06  -0.557
43 F -1.57 3.05 -3.22  0.209
44 F 0.47 3.45 -3.77  0.222
45 F 0.00 2.92 -1.69  0.005

=====

DFT (the ωB97M-V functional and the def2-TZVPD basis) results for a single CH3NOS molecule.

Its total charge is 0. The total energy comes out at -567.9329 a.u. As for the structure (SMILES): ONC=S. Its LUMO energy is 0.3506 eV. The relative energy (zero: lowest compared OMol25 entry of this formula, charge and spin) is 440.8 kJ/mol. The spin multiplicity is 1. As for the orbital gap: 8.89 eV. The HOMO energy comes out at -0.3139 Eh.

Each line ends with the Löwdin charge.
CARTESIAN COORDINATES (ANGSTROEM)
1 C 1.33 -0.10 0.08  -0.704
2 N 0.56 0.97 -0.05  -0.065
3 O -0.76 0.64 0.38  0.109
4 S 2.99 0.01 -0.10  0.528
5 H -1.28 1.05 -0.02  -0.096
6 H 0.86 1.84 -0.45  0.140
7 H 0.97 -0.83 0.84  0.088